Record 1
C28H30CdMgN9O9 | wB97M-V/def2-TZVPD

Properties
total charge	+1
Kohn-Sham gap	1.75	eV

Last column: Mulliken charge in e.
CARTESIAN COORDINATES (ANGSTROEM)
Mg: -3.8533 -25.8715 21.6275  1.149
Cd: 1.0670 -23.2657 28.5614  0.704
N: -0.1243 -26.0078 18.4075  1.131
O: -1.0628 -26.1527 19.1482  -0.526
O: 0.5316 -26.9567 18.0276  -0.500
O: 0.0394 -24.9185 17.9420  -0.522
N: 0.2083 -25.1162 24.1297  1.050
O: 0.8417 -25.7899 23.3132  -0.577
O: 0.7079 -24.7847 25.1786  -0.581
O: -0.9788 -25.0457 23.9404  -0.610
N: 4.9968 -20.3466 28.0120  1.150
O: 4.1227 -21.1358 27.6236  -0.499
O: 5.0069 -20.0218 29.1547  -0.483
O: 5.9096 -20.0376 27.2993  -0.474
N: 2.0369 -19.1608 20.5384  0.011
C: 2.6927 -18.1402 21.0811  -0.315
C: 3.4946 -18.6826 22.0556  -0.525
C: 3.2324 -20.0374 22.1969  -0.331
C: 2.3355 -20.3447 21.1505  -0.532
H: 1.2256 -19.0422 19.9485  0.240
H: 2.4243 -17.1117 20.8897  0.368
H: 3.9971 -18.0789 22.7968  0.365
H: 3.7127 -20.7134 22.8888  0.429
H: 1.8728 -21.2804 20.8737  0.440
N: 6.0182 -26.6553 23.9608  -0.025
C: 5.8749 -27.8121 24.7503  -0.367
C: 7.2441 -28.1995 25.0586  -0.250
C: 8.0834 -27.2463 24.5873  -0.276
C: 7.3485 -26.4425 23.7785  -0.498
H: 5.2747 -26.0184 23.7125  0.237
H: 4.9561 -28.2725 25.0823  0.390
H: 7.4229 -28.9843 25.7788  0.379
H: 9.1044 -27.3535 24.9227  0.369
H: 7.7320 -25.6580 23.1430  0.373
N: 4.2335 -31.4347 20.2609  -0.496
C: 3.4393 -31.3197 21.3943  -0.279
C: 3.4569 -32.2183 22.4535  -0.301
C: 4.4263 -33.2655 22.4192  -0.292
C: 5.2862 -33.2371 21.3622  -0.302
C: 5.1988 -32.3007 20.2884  -0.181
H: 2.7859 -30.4644 21.4829  0.408
H: 2.8273 -32.1076 23.3240  0.379
H: 4.4819 -33.9074 23.2860  0.377
H: 6.0976 -33.9496 21.3796  0.321
H: 6.0111 -32.1405 19.5950  0.366
N: -4.8891 -22.2187 20.6269  -0.273
C: -6.1605 -21.7677 20.3967  -0.179
C: -6.4727 -20.4797 20.0448  -0.410
C: -5.4089 -19.5115 20.0476  -0.157
C: -4.0998 -19.8739 20.4128  -0.539
C: -3.9589 -21.2263 20.6902  -0.112
H: -7.0210 -22.4165 20.3265  0.295
H: -7.5065 -20.2187 19.8730  0.362
H: -5.6660 -18.4825 19.8439  0.356
H: -3.3688 -19.1392 20.7165  0.381
H: -2.9353 -21.4241 20.9723  0.322
N: -3.0949 -29.4941 22.8004  -0.252
C: -2.6727 -30.4413 21.9492  -0.218
C: -2.3843 -31.7797 22.2408  -0.474
C: -2.4413 -32.1284 23.5956  -0.124
C: -2.7644 -31.1541 24.5131  -0.375
C: -3.1267 -29.8697 24.1368  -0.238
H: -2.7836 -30.1761 20.9082  0.335
H: -2.0248 -32.5671 21.5949  0.376
H: -2.1993 -33.1445 23.8701  0.371
H: -2.7050 -31.5091 25.5313  0.334
H: -3.5090 -29.2803 24.9570  0.315
N: -1.4658 -20.3521 27.3212  -0.394
C: -2.7642 -20.2606 27.6104  -0.232
C: -3.6391 -19.3026 27.0770  -0.401
C: -3.1674 -18.4298 26.2162  -0.198
C: -1.8529 -18.4346 25.8360  -0.380
C: -1.0303 -19.3534 26.4849  -0.198
H: -3.0370 -20.9514 28.3946  0.363
H: -4.6831 -19.2423 27.3468  0.353
H: -3.7823 -17.6226 25.8464  0.372
H: -1.3759 -17.7482 25.1520  0.382
H: 0.0082 -19.2057 26.2276  0.346

Cartesian forces (eV/Å) of the 6 atoms listed first:
1.05 0.09 -0.12
0.20 0.33 -0.44
0.67 -0.40 -2.19
-2.73 -1.43 3.06
0.59 -1.00 0.40
0.98 2.80 -0.85


Record 2
C28H30CuGe2N4S | wB97M-V/def2-TZVPD

Properties
Kohn-Sham gap (alpha / beta)	6.21 / 6.95	eV
2S+1	2

Last column: Mulliken charge in e.
CARTESIAN COORDINATES (ANGSTROEM)
Cu: 0.3599 -0.5882 0.0274  -1.101
N: 3.2636 -3.1773 -1.7484  -0.374
C: 2.3671 -2.2374 -1.3911  0.561
S: 1.2496 -2.6627 -0.1250  -0.394
N: 2.4498 -1.0931 -2.0454  -1.102
N: 1.5377 -0.2065 -1.6045  1.100
C: 1.4092 0.9470 -2.1506  0.177
C: 2.2467 1.4455 -3.2673  -0.215
C: 3.6243 1.5598 -3.1050  -0.140
C: 4.4105 2.0303 -4.1444  -0.731
C: 3.8298 2.3783 -5.3566  -0.383
C: 2.4585 2.2566 -5.5271  -0.731
C: 1.6689 1.7958 -4.4838  -0.056
C: 0.3230 1.7790 -1.5752  0.596
C: 0.1297 3.1039 -1.9415  -0.508
C: -0.9219 3.8135 -1.3818  -0.713
C: -1.7571 3.1835 -0.4768  -0.677
C: -1.4862 1.8680 -0.1377  -0.319
N: -0.4705 1.1835 -0.6593  0.055
H: 3.2014 -4.0997 -1.3611  0.213
H: 3.8671 -2.9932 -2.5311  0.238
H: 4.0735 1.2701 -2.1641  0.469
H: 5.4805 2.1207 -4.0101  0.383
H: 4.4467 2.7410 -6.1685  0.394
H: 2.0024 2.5180 -6.4731  0.383
H: 0.5980 1.6971 -4.6174  0.488
H: 0.7997 3.5652 -2.6523  0.521
H: -1.0835 4.8484 -1.6540  0.439
H: -2.5952 3.6909 -0.0211  0.482
H: -2.0919 1.3460 0.5909  0.725
C: -0.2353 -2.1049 5.5735  -1.273
Ge: 0.3191 -2.4062 3.7117  0.450
C: -0.8920 -3.7358 2.9203  -1.120
C: 2.1435 -3.1275 3.6842  -1.015
Ge: 0.1434 -0.3654 2.4101  0.238
C: -1.5512 0.5053 2.9304  -0.352
C: -1.6030 1.8038 3.4371  0.228
C: -2.8192 2.4190 3.7109  -0.701
C: -4.0103 1.7436 3.4851  -0.435
C: -3.9782 0.4449 2.9914  -0.707
C: -2.7609 -0.1622 2.7178  -0.179
C: 1.5563 0.9218 2.9093  -0.230
C: 1.7911 2.0452 2.1121  0.293
C: 2.7749 2.9692 2.4353  -0.821
C: 3.5550 2.7831 3.5688  -0.425
C: 3.3404 1.6732 4.3725  -0.726
C: 2.3503 0.7558 4.0433  0.066
H: -0.2458 -3.0471 6.1242  0.437
H: -1.2357 -1.6720 5.6044  0.367
H: 0.4462 -1.4189 6.0779  0.374
H: -0.7872 -4.6944 3.4314  0.434
H: -0.6650 -3.8812 1.8636  0.334
H: -1.9300 -3.4140 3.0115  0.355
H: 2.1738 -4.0819 4.2130  0.427
H: 2.8461 -2.4451 4.1630  0.369
H: 2.4636 -3.2847 2.6545  0.253
H: -0.6813 2.3457 3.6184  0.380
H: -2.8362 3.4280 4.1052  0.402
H: -4.9579 2.2219 3.6979  0.389
H: -4.9029 -0.0918 2.8178  0.391
H: -2.7533 -1.1706 2.3153  0.364
H: 1.1946 2.2052 1.2193  0.307
H: 2.9361 3.8330 1.8017  0.436
H: 4.3262 3.4991 3.8233  0.361
H: 3.9442 1.5216 5.2588  0.398
H: 2.1961 -0.1027 4.6879  0.151

Cartesian forces (eV/Å) of the 6 atoms listed first:
0.02 -0.02 0.01
-0.01 0.01 -0.02
0.03 -0.03 0.02
-0.01 -0.01 0.03
-0.01 0.03 -0.02
0.02 -0.02 -0.03


Record 3
C28H30FN5O2S | wB97M-V/def2-TZVPD

Properties
structure (SMILES)	O=C(CSc1nnc(CNC(=O)[C@]23C[C@H]4C[C@H](C[C@H](C4)C2)C3)n1-c1ccccc1)Nc1ccc(F)cc1
Kohn-Sham gap	9.11	eV
energy relative to the best compared isomer or geometry (same formula, charge and spin)	0.0	kcal per mole

Last column: Mulliken charge in e.
CARTESIAN COORDINATES (ANGSTROEM)
O: 2.1038 4.6180 -1.6415  -0.635
C: 2.6613 3.6886 -1.1058  0.483
C: 3.7448 2.8844 -1.8025  -0.734
S: 2.8685 1.6458 -2.8394  -0.160
C: 1.9486 0.8778 -1.5698  0.435
N: 2.4362 0.3940 -0.4600  -0.844
N: 1.4051 0.0032 0.3011  -0.173
C: 0.2964 0.2584 -0.3397  0.753
C: -1.0640 -0.0607 0.1752  -1.690
N: -1.0240 -1.2562 0.9827  -0.071
C: -1.4099 -2.4493 0.4599  -0.993
O: -1.9844 -2.5185 -0.6086  -0.722
C: -1.1384 -3.6920 1.3047  3.167
C: -2.4940 -4.3574 1.5861  -1.521
C: -2.2819 -5.6804 2.3170  0.450
C: -1.4354 -6.6134 1.4529  -1.422
C: -0.0806 -5.9615 1.1815  0.459
C: 0.6368 -5.7005 2.5048  -1.499
C: -0.2142 -4.7659 3.3626  0.201
C: -1.5669 -5.4182 3.6413  -1.489
C: -0.4189 -3.4364 2.6296  -1.908
C: -0.2864 -4.6395 0.4464  -1.775
N: 0.5785 0.8221 -1.5522  0.712
C: -0.3040 1.3111 -2.5329  -0.126
C: -1.3304 2.1707 -2.1621  0.488
C: -2.1760 2.6721 -3.1340  -0.997
C: -1.9966 2.3239 -4.4626  -0.481
C: -0.9668 1.4721 -4.8248  -0.843
C: -0.1154 0.9603 -3.8627  -0.325
N: 2.3528 3.1968 0.1288  -0.171
C: 1.1856 3.4125 0.8690  0.133
C: 0.2148 4.3389 0.4959  -0.444
C: -0.9489 4.4553 1.2343  -0.588
C: -1.1312 3.6491 2.3424  0.439
F: -2.2737 3.7539 3.0555  -0.366
C: -0.1756 2.7284 2.7360  -0.747
C: 0.9846 2.6151 1.9964  -0.249
H: 4.4191 2.3601 -1.1288  0.360
H: 4.2909 3.5049 -2.5097  0.445
H: -1.4401 0.7740 0.7799  0.221
H: -1.7489 -0.2468 -0.6580  0.586
H: -0.3733 -1.2345 1.7505  0.386
H: -3.1089 -3.6877 2.1931  0.475
H: -3.0113 -4.5219 0.6395  0.483
H: -3.2553 -6.1440 2.5116  0.266
H: -1.9477 -6.8105 0.5091  0.502
H: -1.2932 -7.5681 1.9645  0.507
H: 0.5282 -6.6273 0.5599  0.276
H: 1.6133 -5.2483 2.3164  0.481
H: 0.8002 -6.6425 3.0329  0.529
H: 0.3000 -4.5727 4.3114  0.275
H: -1.4213 -6.3573 4.1797  0.530
H: -2.1750 -4.7631 4.2697  0.483
H: 0.5595 -2.9811 2.4509  0.646
H: -1.0115 -2.7682 3.2601  0.535
H: 0.6798 -4.1721 0.2373  0.527
H: -0.7918 -4.8072 -0.5062  0.527
H: -1.4459 2.4578 -1.1276  0.289
H: -2.9727 3.3426 -2.8509  0.409
H: -2.6585 2.7206 -5.2170  0.404
H: -0.8230 1.2025 -5.8597  0.413
H: 0.6884 0.2921 -4.1330  0.563
H: 2.9127 2.4227 0.4689  0.357
H: 0.3703 4.9562 -0.3728  0.535
H: -1.7110 5.1654 0.9556  0.461
H: -0.3453 2.1148 3.6063  0.465
H: 1.7318 1.8889 2.2788  0.316

Cartesian forces (eV/Å) of the 6 atoms listed first:
-0.16 0.23 -0.17
0.44 -0.10 0.15
-0.32 -0.23 -0.14
0.30 0.08 -0.01
0.16 0.02 -0.29
0.75 0.01 -0.70


| no. | electronic energy (Ha) | F_max (hartree/bohr) |
| --- | --- | --- |
| 1 | -2621.55168 | 0.091 |
| 2 | -7496.52360 | 0.002 |
| 3 | -2007.38174 | 0.021 |